No. 1
# C2H12N8

The ion C2H12N8 with charge +2 (wB97M-V/def2-TZVPD, the OMol25 dataset).

As for the SMILES: [H]/N=[NH+]/NC/N=N/NCN[NH3+]. The largest force on an atom comes out at 6.03 eV/A. The energy is -14166.1789 eV. The LUMO energy is -7.60 eV. The energy above the lowest of the compared OMol25 structures with the same formula, charge and spin is 13.8 kcal/mol. As for the charge: +2. As for the orbital gap: 9.274 eV. The value obtained for the HOMO energy is -16.88 eV.

Structure (XYZ):
```
22
Properties=species:S:1:pos:R:3:lowdin_charge:R:1
H 5.02819 1.48195 -0.27841 0.167
N 4.08991 1.03515 -0.21978 0.230
N 4.00040 -0.14266 -0.13357 -0.075
N 2.86327 -0.69560 -0.10605 0.020
C 1.69267 0.05168 0.40694 -0.142
N 0.60079 -0.75192 -0.15316 0.026
N -0.58736 -0.44108 0.23685 -0.041
N -1.52239 -1.34724 -0.16531 0.020
C -2.90273 -0.92793 0.07905 -0.119
N -3.20294 0.47007 -0.41852 -0.058
N -2.34346 1.53831 0.02296 0.117
H 4.63476 -0.89318 -0.38428 0.224
H 2.70625 -1.75307 -0.12323 0.218
H 1.76863 0.22875 1.44580 0.120
H 1.80597 1.06106 -0.22404 0.163
H -1.11508 -2.18879 -0.65047 0.188
H -3.15907 -0.89473 1.11071 0.111
H -3.63883 -1.59856 -0.42265 0.160
H -4.13829 0.59668 -0.48834 0.090
H -2.61811 2.29919 -0.69231 0.213
H -2.66449 1.87222 0.99602 0.193
H -1.29809 0.99969 0.16178 0.174
```


No. 2
# C2H12NO2

A cluster of 3 separate species, C2H12NO2 in total (wB97M-V/def2-TZVPD, the OMol25 dataset).

The largest force on an atom comes out at 1.27 eV/A. The energy is -7848.1460 eV. The LUMO energy is -3.02 eV. The energy above the lowest of the compared OMol25 structures with the same formula, charge and spin is 0.0 kcal/mol. As for the charge: +1. As for the orbital gap: 13.148 eV. The value obtained for the HOMO energy is -16.17 eV.

Structure (XYZ):
```
17
Properties=species:S:1:pos:R:3:lowdin_charge:R:1
C 1.06864 0.01309 -1.83529 -0.063
C -0.26353 0.14107 -1.12213 -0.197
N -0.04109 0.38678 0.32788 0.151
H 1.61244 -0.86686 -1.52855 0.079
H 1.68939 0.88383 -1.63404 0.087
H 0.89261 -0.05418 -2.89113 0.085
H -0.85532 -0.76142 -1.20956 0.132
H -0.81738 0.99171 -1.50211 0.127
H 0.64352 1.12761 0.50069 0.168
H -0.89267 0.60714 0.87167 0.105
H 0.42695 -0.41372 0.79194 0.100
H 1.35667 -2.46153 1.91008 0.082
H 2.46614 -1.39412 1.56536 0.072
O 1.52070 -1.53194 1.69101 -0.038
H -2.68370 1.47807 1.99219 0.076
H -3.45024 1.05367 0.77603 0.076
O -2.67311 0.80080 1.29596 -0.044
```


No. 3
# C2H12NO2

A cluster of 3 separate species, C2H12NO2 in total (wB97M-V/def2-TZVPD, the OMol25 dataset).

The largest force on an atom comes out at 1.07 eV/A. The energy is -7832.2027 eV. Its spin multiplicity is 2. The LUMO energy (alpha / beta) is -8.32 / -15.59 eV. The energy above the lowest of the compared OMol25 structures with the same formula, charge and spin is 0.0 kcal/mol. As for the charge: +2. As for the orbital gap (alpha / beta): 13.395 / 6.126 eV. As for the expectation value of S²: 0.756. The value obtained for the HOMO energy (alpha / beta) is -21.72 / -21.72 eV.

Structure (XYZ):
```
17
Properties=species:S:1:pos:R:3:lowdin_spin:R:1
C 0.65980 -1.87169 0.19601 0.000
N 0.43858 -0.55796 0.84540 0.000
C -0.94202 -0.40421 1.46425 0.000
H 1.63222 -1.91835 -0.29142 0.000
H 0.53437 -2.68585 0.90473 0.000
H -0.08018 -2.00559 -0.59065 0.000
H 0.55201 0.17745 0.13554 -0.001
H 1.15033 -0.34133 1.54568 0.000
H -1.63922 -0.45686 0.63383 0.000
H -0.91689 0.57510 1.93366 0.000
H -1.12069 -1.20328 2.17413 0.000
H -1.90538 1.44485 -2.27549 0.007
H -0.33118 1.31802 -2.16395 -0.004
O -1.18029 0.85321 -1.92057 0.811
H 1.36717 2.32316 -1.61479 0.000
H 0.86184 2.73987 -0.16665 0.000
O 0.91955 2.01348 -0.80970 0.187
```


No. 4
# C2H12NO3

A cluster of 4 separate species, C2H12NO3 in total (wB97M-V/def2-TZVPD, the OMol25 dataset).

The largest force on an atom comes out at 2.01 eV/A. The energy is -9894.2202 eV. The LUMO energy is -3.02 eV. The energy above the lowest of the compared OMol25 structures with the same formula, charge and spin is 28.2 kcal/mol. As for the charge: +1. As for the orbital gap: 11.799 eV. The value obtained for the HOMO energy is -14.82 eV.

Structure (XYZ):
```
18
Properties=species:S:1:pos:R:3:lowdin_charge:R:1
C 0.48979 -1.68640 0.06518 -0.142
C 0.24759 -2.83407 -0.54941 0.077
N -0.57406 -0.82579 0.55677 0.174
H 1.46497 -1.22416 0.04511 0.125
H 1.02483 -3.24932 -1.17565 0.080
H -0.59204 -3.50586 -0.41282 0.084
H -1.49309 -1.21463 0.31368 0.173
H -0.51161 0.10038 0.06733 0.105
H -0.72867 -0.64442 1.55473 0.154
H 0.73521 2.35702 -0.07301 0.084
H 0.29505 1.55156 -1.16928 0.031
O 0.08600 1.65776 -0.21701 -0.054
H -0.74244 2.33079 -3.29362 0.068
H 0.58617 1.88534 -3.94356 0.048
O 0.12875 1.94723 -3.11413 -0.039
H -0.90665 0.97017 3.76394 0.041
H 0.48233 1.45103 4.11800 0.047
O 0.00787 0.93336 3.46374 -0.057
```


No. 5
# C2H12NO3

A cluster of 3 separate species, C2H12NO3 in total (wB97M-V/def2-TZVPD, the OMol25 dataset).

The largest force on an atom comes out at 5.92 eV/A. The energy is -9893.7919 eV. The LUMO energy is -3.27 eV. The energy above the lowest of the compared OMol25 structures with the same formula, charge and spin is 38.1 kcal/mol. As for the charge: +1. As for the orbital gap: 11.142 eV. The value obtained for the HOMO energy is -14.41 eV.

Structure (XYZ):
```
18
Properties=species:S:1:pos:R:3:lowdin_charge:R:1
C -1.85554 -0.87548 0.19955 -0.221
O -1.94275 0.14786 -0.81373 -0.063
C -0.54087 -1.69522 0.15244 -0.099
N 0.67191 -0.81436 0.46000 0.148
H -1.82331 -0.23375 1.08946 0.124
H -2.71452 -1.52312 0.16876 0.125
H -2.58553 -0.24134 -1.42950 0.099
H -0.53486 -2.01077 -0.87980 0.127
H -0.58988 -2.52050 0.82220 0.119
H 0.57353 0.30163 0.28022 0.147
H 1.08591 -0.93263 1.43426 0.188
H 1.41404 -1.02313 -0.20553 0.137
H 1.80724 2.08301 1.84373 0.167
H 0.55457 2.80725 1.08040 0.143
O 0.86278 1.80957 1.33443 -0.193
H 2.10936 2.17790 -1.31350 0.096
H 1.74105 1.29353 -2.61368 0.081
O 1.76688 1.24954 -1.60972 -0.127
```


No. 6
# C2H12NOPS2Si2

A structure of composition C2H12NOPS2Si2 (wB97M-V/def2-TZVPD, the OMol25 dataset).

The largest force on an atom comes out at 0.81 eV/A. The energy is -52523.4968 eV. The LUMO energy is 0.58 eV. As for the orbital gap: 8.921 eV. The value obtained for the HOMO energy is -8.34 eV.

Structure (XYZ):
```
21
Properties=species:S:1:pos:R:3:lowdin_charge:R:1
N -0.83898 0.30021 -3.17702 -0.014
C -0.12913 0.87645 -2.02181 -0.334
C 0.75283 -0.18717 -1.36265 -0.297
Si 0.81286 -0.18282 0.49945 0.328
O -0.64158 -0.55871 1.20486 -0.460
Si -1.62641 0.65454 1.74608 0.151
S -1.53455 0.82617 3.86647 0.433
P 2.22869 -1.81473 1.16608 0.148
S 2.81723 -1.64337 3.02228 0.009
H -1.62779 -0.24295 -2.85096 0.065
H -1.19044 1.03099 -3.78094 0.062
H -0.83668 1.30236 -1.31524 0.071
H 0.48640 1.68174 -2.39092 0.106
H 0.45242 -1.16217 -1.72335 0.076
H 1.77581 -0.04160 -1.69184 0.070
H 1.34463 1.06153 1.08547 0.008
H -3.01388 0.35966 1.34636 -0.043
H -1.20066 1.91900 1.11814 -0.043
H -2.82506 0.69398 4.14666 -0.214
H 1.53706 -3.01369 0.90809 -0.058
H 3.25724 -1.85941 0.20481 -0.065
```


No. 7
# C2H12O3S

A cluster of 4 separate species, C2H12O3S in total (wB97M-V/def2-TZVPD, the OMol25 dataset).

As for the SMILES: CCS.O.O.O. The largest force on an atom comes out at 2.54 eV/A. The energy is -19245.8520 eV. The LUMO energy is 0.56 eV. The energy above the lowest of the compared OMol25 structures with the same formula, charge and spin is 20.4 kcal/mol. As for the orbital gap: 9.612 eV. The value obtained for the HOMO energy is -9.05 eV.

Structure (XYZ):
```
18
Properties=species:S:1:pos:R:3:lowdin_charge:R:1
C 0.38804 -1.53476 0.68976 -0.185
C -1.03240 -1.01355 0.89657 -0.529
S -1.00540 0.69287 0.13547 0.683
H 1.19000 -1.18067 1.33648 0.067
H 0.73951 -1.34210 -0.31003 0.047
H 0.28051 -2.61424 0.78475 0.068
H -1.91189 -1.51807 0.48193 0.054
H -1.45492 -0.88195 1.91605 0.071
H 0.00645 1.27302 0.80953 -0.158
O 2.31356 0.92098 -0.64819 -0.059
H 2.47336 1.78534 -1.04341 0.079
H 1.37827 0.72726 -0.86432 0.009
O -2.13300 -1.04344 -2.84728 -0.067
H -3.03046 -1.18816 -3.16363 0.036
H -2.14531 -1.27913 -1.91294 0.000
O 2.03873 1.15449 1.86572 -0.129
H 2.31924 0.94644 0.91670 -0.016
H 2.50705 1.92709 2.19170 0.029
```


No. 8
# C2H12O3S2

A cluster of 4 separate species, C2H12O3S2 in total (wB97M-V/def2-TZVPD, the OMol25 dataset).

The largest force on an atom comes out at 2.16 eV/A. The energy is -30080.9666 eV. Its spin multiplicity is 2. The LUMO energy (alpha / beta) is 2.92 / 2.92 eV. The energy above the lowest of the compared OMol25 structures with the same formula, charge and spin is 19.9 kcal/mol. As for the charge: -1. As for the orbital gap (alpha / beta): 3.044 / 5.970 eV. As for the expectation value of S²: 0.754. The value obtained for the HOMO energy (alpha / beta) is -0.12 / -3.05 eV.

Structure (XYZ):
```
19
Properties=species:S:1:pos:R:3:lowdin_spin:R:1
C -2.71426 -0.40851 0.40074 0.002
C -1.39336 0.40436 0.29914 0.030
S -1.25306 1.44551 -1.18394 0.412
S -0.51387 -0.17911 -2.55977 0.466
H -2.48022 -1.41745 0.68190 0.000
H -3.33145 -0.38003 -0.47584 0.001
H -3.29929 -0.05053 1.26045 0.001
H -0.56927 -0.31950 0.31241 0.003
H -1.28037 1.13262 1.11398 0.012
H -1.37154 0.19167 -3.50905 0.023
H 3.78893 0.93464 -2.64753 0.001
H 2.80022 -0.20979 -2.38757 0.008
O 2.92041 0.74033 -2.28817 0.012
H -0.40778 -4.06361 0.34862 0.001
H 0.08557 -3.31284 -0.90771 0.012
O -0.31003 -3.17490 -0.03483 0.016
H 3.07858 2.84732 3.06906 0.000
H 3.33939 2.60234 4.55496 0.000
O 2.91140 3.21748 3.95315 0.000
```